The following is a DFT calculation (wB97M-V/def2-TZVPD) of 2 unconnected molecules or ions with the total composition C23H27BF6O2S3 at a distorted geometry.

```
! wB97M-V def2-TZVPD RIJCOSX def2/J DEFGRID3
* xyz 0 1
C -4.52 -2.38 -2.90
C -3.45 -2.06 -1.95
C -2.96 -2.93 -0.98
C -2.01 -2.34 -0.12
C -1.84 -0.96 -0.36
B -0.05 -0.34 -0.43
C -1.28 0.00 0.63
C -1.86 1.35 0.58
C -2.40 1.93 1.69
C -3.08 3.27 1.60
F -2.41 4.25 2.30
F -3.20 3.71 0.31
F -4.35 3.20 2.13
C -2.32 1.32 2.95
C -1.66 0.10 3.06
C -1.57 -0.54 4.43
F -1.07 -1.81 4.37
F -0.76 0.18 5.27
F -2.81 -0.60 5.02
C -1.08 -0.50 1.98
O 0.82 -1.35 -0.11
C 1.71 -1.50 -1.25
C 3.07 -1.05 -0.77
C 1.78 -2.99 -1.55
C 1.05 -0.58 -2.38
C 1.98 0.39 -3.06
C 0.28 -1.38 -3.43
O 0.09 0.25 -1.66
S -2.72 -0.51 -1.82
H -4.88 -3.40 -2.73
H -5.35 -1.68 -2.76
H -4.18 -2.27 -3.93
H -3.30 -3.96 -0.89
H -1.46 -2.83 0.68
H -1.87 1.87 -0.36
H -2.74 1.80 3.81
H -0.53 -1.43 2.12
H 3.83 -1.17 -1.55
H 3.04 0.01 -0.47
H 3.37 -1.65 0.09
H 2.43 -3.18 -2.41
H 2.23 -3.51 -0.70
H 0.80 -3.43 -1.75
H 2.78 -0.13 -3.60
H 1.40 0.99 -3.78
H 2.40 1.08 -2.33
H 0.96 -1.97 -4.06
H -0.45 -2.07 -2.98
H -0.25 -0.69 -4.09
C 3.92 2.61 2.02
C 2.51 2.68 2.59
S 1.45 1.30 1.97
C 1.25 1.77 0.37
S 2.43 2.72 -0.40
C 3.99 2.42 0.50
H 4.46 3.54 2.27
H 4.46 1.79 2.51
H 2.55 2.50 3.68
H 2.03 3.66 2.41
H 0.27 1.87 -0.07
H 4.66 3.18 0.07
H 4.40 1.44 0.23
*
```

As for the orbital gap: 0.153 hartree. The calculation puts the energy above the lowest of the compared OMol25 structures with the same formula, charge and spin at 73.9 kcal per mole. For the maximum force, the calculation gives 3.88 eV/Å. The value obtained for the HOMO energy is -5.673 eV. As for the total energy: -2861.68727 a.u.